DFT (ωB97M-V/def2-TZVPD) results for a 3-piece molecular cluster, C20H33NO11 overall at a distorted geometry.

CARTESIAN COORDINATES (ANGSTROEM)
H: 2.119 1.034 4.623
C: -1.624 -2.781 -1.727
H: 2.360 2.885 6.335
O: -4.083 -2.519 -1.615
C: 4.681 -0.439 0.416
H: 4.374 -1.066 -1.604
H: -3.320 3.679 -3.322
H: -4.900 -1.674 0.469
H: -3.998 0.133 1.763
H: 2.110 4.062 5.028
H: 4.264 -0.692 1.393
H: 1.855 -3.829 0.201
H: -1.867 1.862 -4.344
O: -0.484 6.218 -3.464
C: 2.898 1.949 2.145
C: -1.334 -3.494 -0.420
C: 3.932 2.102 4.137
H: -1.442 -1.712 -1.600
O: -2.196 5.166 -2.442
C: -1.414 -3.380 1.824
H: 4.493 1.453 4.804
N: 1.202 -3.463 -0.480
H: -2.989 -2.804 -3.395
H: 5.766 -0.508 0.455
H: 0.825 2.945 5.458
O: 4.057 1.651 2.782
H: -5.534 -0.168 -0.261
C: 1.817 -2.429 -1.310
H: -1.416 -4.575 -0.547
H: 1.093 -1.985 -1.991
C: -4.645 -0.768 -0.079
H: -0.876 2.898 -1.646
C: -1.026 5.217 -3.128
O: 2.731 1.892 0.969
H: -0.532 1.220 -3.401
H: 4.339 0.563 0.195
H: -0.069 -1.985 0.413
C: 0.001 -3.054 0.154
C: 2.438 2.047 4.360
O: -1.813 -3.332 2.940
C: -3.614 0.011 0.754
O: -2.157 -3.114 0.705
H: -2.655 -0.502 0.780
H: 4.327 3.119 4.203
C: -2.654 3.809 -2.465
H: 2.242 -0.339 -0.950
C: 4.057 -1.395 -0.611
C: 2.528 -1.303 -0.524
C: -2.982 -3.079 -2.340
H: -3.137 -4.158 -2.303
O: -0.135 -3.699 1.459
O: -3.474 -0.421 -2.142
H: 2.233 -1.285 0.528
H: -2.192 1.060 -2.790
H: 2.559 -2.923 -1.939
C: -1.364 3.035 -2.616
C: -4.017 -1.190 -1.384
H: 4.384 -2.427 -0.462
C: -1.502 1.715 -3.326
H: -0.872 -3.140 -2.433
H: -3.459 0.991 0.302
H: -3.193 3.576 -1.550
O: -0.569 3.966 -3.376
C: 1.905 3.043 5.358
O: 1.950 2.328 3.035

E_tot (eV): -45288.7217
Total charge: 0
Structure (SMILES): CCCCN[C@@H]1OC(=O)O[C@H]1CCOC(=O)CC.C[C@@H]1COC(=O)O1.C[C@@H]1COC(=O)O1
Kohn-Sham gap (Ha): 0.3665
Molar mass (g mol⁻¹): 463.480
HOMO (eV): -9.570

Results of the Löwdin charge analysis, in e, for atoms 1 through 8: 0.16, -0.10, 0.09, 0.02, -0.11, 0.11, 0.14, 0.12